No. 1
C4H6NOS | wB97M-V/def2-TZVPD

Structure (ORCA input):
```
! wB97M-V def2-TZVPD RIJCOSX def2/J DEFGRID3
* xyz -1 1
C -1.35 -1.18 0.70
C -0.51 0.03 0.52
S -1.06 1.41 -0.58
C 0.52 1.44 -1.43
C 1.41 0.60 -0.89
N 1.07 -0.20 0.12
O 1.61 -1.32 0.51
H -0.73 -2.12 0.53
H -2.32 -1.16 0.19
H -1.57 -1.07 1.77
H -0.38 0.57 1.49
H 0.86 2.44 -1.73
H 2.45 0.56 -1.21
*
```

* E_LUMO: 3.67 eV
* HOMO level: -0.0481 Ha
* gap between HOMO and LUMO: 4.975 eV
* SMILES: C[C@@H]1SC=CN1[O-]

No. 2
C4H6NOS | wB97M-V/def2-TZVPD

Structure (ORCA input):
```
! wB97M-V def2-TZVPD RIJCOSX def2/J DEFGRID3
* xyz 1 1
O -1.44 1.98 0.16
C -1.20 1.03 -0.51
C -0.41 -0.19 -0.17
S -1.58 -1.44 0.16
C 0.77 -0.51 -1.00
C 1.70 -0.33 -0.02
N 0.84 0.03 1.15
H -1.50 0.89 -1.54
H -2.57 -0.62 0.15
H 0.65 -0.88 -1.96
H 2.77 -0.29 0.04
H 0.94 -0.52 1.99
H 1.05 0.87 1.55
*
```

* E_LUMO: -4.37 eV
* HOMO level: -0.5449 Ha
* gap between HOMO and LUMO: 10.461 eV
* SMILES: O=C[C@@]1(S)C=C[NH2+]1

No. 3
C4H6NPS | wB97M-V/def2-TZVPD

Structure (ORCA input):
```
! wB97M-V def2-TZVPD RIJCOSX def2/J DEFGRID3
* xyz 0 1
C -0.47 0.09 1.02
C 0.31 1.22 0.80
C -0.21 -1.11 0.06
C -1.39 -0.34 -0.16
N 1.10 0.73 -1.69
P 1.13 -0.79 -0.79
S 1.38 1.68 -0.46
H -0.89 -0.05 2.08
H 0.31 2.11 1.35
H -2.46 -0.60 0.27
H -1.61 0.26 -1.06
H 1.19 -1.79 -1.71
H 1.63 -1.40 0.29
*
```

* E_LUMO (spin up / spin down): -0.40 / -0.40 eV
* HOMO level (spin up / spin down): -0.2898 / -0.2898 Ha
* gap between HOMO and LUMO (spin up / spin down): 7.485 / 7.485 eV

No. 4
C4H6O | wB97M-V/def2-TZVPD

Structure (ORCA input):
```
! wB97M-V def2-TZVPD RIJCOSX def2/J DEFGRID3
* xyz 0 1
C -0.74 2.09 -0.79
C -0.29 1.34 0.04
C 0.22 0.36 1.01
O -0.27 -0.94 0.80
C 0.16 -1.52 -0.40
H -1.16 2.74 -1.52
H -0.08 0.65 2.02
H 1.32 0.36 0.98
H 1.22 -1.29 -0.60
H -0.43 -1.19 -1.26
H 0.05 -2.60 -0.28
*
```

* E_LUMO: 1.05 eV
* HOMO level: -0.3739 Ha
* gap between HOMO and LUMO: 11.224 eV
* SMILES: C#CCOC

No. 5
C4H6O | wB97M-V/def2-TZVPD

Structure (ORCA input):
```
! wB97M-V def2-TZVPD RIJCOSX def2/J DEFGRID3
* xyz 0 1
C 1.53 0.01 1.47
C 0.63 -0.89 1.03
C -0.35 -0.67 -0.02
C -0.35 0.50 -0.71
O -1.38 0.71 -1.61
H 1.92 -0.09 2.48
H 2.08 0.66 0.78
H 0.45 -1.71 1.80
H -1.16 -1.30 -0.33
H 0.28 1.37 -0.57
H -1.23 1.65 -1.78
*
```

* E_LUMO: 0.77 eV
* HOMO level: -0.2958 Ha
* gap between HOMO and LUMO: 8.821 eV
* SMILES: C=C/C=C/O

No. 6
C4H6O | wB97M-V/def2-TZVPD

Structure (ORCA input):
```
! wB97M-V def2-TZVPD RIJCOSX def2/J DEFGRID3
* xyz 0 1
C -0.18 -1.30 0.34
O -1.14 -0.32 0.22
C -0.64 0.78 -0.50
C 0.75 1.08 0.04
C 1.53 0.23 0.69
H -0.57 -2.09 0.99
H 0.15 -1.69 -0.63
H -1.34 1.61 -0.36
H -0.58 0.55 -1.57
H 1.16 2.07 -0.13
H 0.86 -0.93 0.92
*
```

* E_LUMO: 0.49 eV
* HOMO level: -0.3488 Ha
* gap between HOMO and LUMO: 9.981 eV

No. 7
C4H6O | wB97M-V/def2-TZVPD

Structure (ORCA input):
```
! wB97M-V def2-TZVPD RIJCOSX def2/J DEFGRID3
* xyz 0 1
C -1.67 0.73 0.00
C -0.32 0.15 -0.01
C 0.96 0.18 -0.11
O 2.19 0.85 0.12
C 0.61 -1.23 0.03
H -1.61 1.82 0.01
H -2.21 0.41 0.89
H -2.23 0.41 -0.88
H 2.93 0.31 -0.19
H 0.71 -1.75 0.98
H 0.64 -1.88 -0.84
*
```

* E_LUMO: 0.83 eV
* HOMO level: -0.3234 Ha
* gap between HOMO and LUMO: 9.626 eV
* SMILES: CC1=C(O)C1

No. 8
C4H6O | wB97M-V/def2-TZVPD

Structure (ORCA input):
```
! wB97M-V def2-TZVPD RIJCOSX def2/J DEFGRID3
* xyz 0 1
C 1.57 -1.67 1.03
C 1.09 -0.62 0.42
C 0.59 0.44 -0.16
O -0.56 1.02 0.32
C -1.61 1.03 -0.63
H 2.24 -1.57 1.89
H 1.31 -2.68 0.72
H 1.06 0.92 -1.02
H -1.77 0.03 -1.05
H -1.41 1.74 -1.45
H -2.51 1.35 -0.09
*
```

* E_LUMO: 1.05 eV
* HOMO level: -0.3386 Ha
* gap between HOMO and LUMO: 10.266 eV
* SMILES: C=C=COC

Number 1: molar mass 116.16 g/mol. Number 2: molar mass 116.16 g/mol. Number 3: molar mass 131.14 g/mol. Number 4: molar mass 70.09 g/mol. Number 5: molar mass 70.09 g/mol. Number 6: molar mass 70.09 g/mol. Number 7: molar mass 70.09 g/mol. Number 8: molar mass 70.09 g/mol.